# 1
Density functional theory data (ωB97M-V/def2-TZVPD) for a cluster of 2 separate species, C27H25F2N2O in total in a non-equilibrium geometry.

```
57
Properties=species:S:1:pos:R:3:forces:R:3
C -4.913261 -3.508493 1.678901 -0.2562 0.0022 0.0456
C 6.431355 3.828317 -0.484528 0.5018 -0.1914 0.1030
C -1.776674 4.228823 -0.538865 0.6548 -0.1392 -0.0079
C -5.121475 -4.767769 2.206450 -0.1950 -0.1001 0.0541
C -3.632505 -3.073567 1.428950 0.6420 0.0622 -0.0590
H -3.451830 -2.098211 1.012573 0.0233 0.2713 -0.1092
H -1.018178 -4.513511 -0.394350 -0.3184 -0.2455 0.0339
H -4.360764 4.066266 0.589526 0.0641 0.1089 0.0355
C -2.764545 -5.161789 2.225861 0.6335 0.3728 -0.1657
F -2.020803 5.505139 -0.151491 0.2266 -0.9871 -0.3634
H -6.123988 -5.109374 2.402152 -0.1659 -0.0564 0.0361
C -0.627151 -2.414184 2.229668 -0.0330 -0.2368 -0.6232
C -2.542165 -3.894078 1.698370 0.0146 0.0142 -0.0131
C 3.503631 1.699497 -1.536067 -0.2061 -0.2504 -0.0754
H 1.291635 -1.203750 0.005031 0.2786 0.2532 -0.0148
H -1.136242 -2.171793 3.144470 -0.2979 -0.1506 0.1367
H 2.789052 -2.302663 -1.420972 -0.2988 -0.3086 0.0987
H -1.123438 0.614938 -1.665466 0.0240 -0.3021 -0.0432
C -2.592978 2.053757 -1.145390 0.2142 -0.0204 0.0505
C -0.568678 -3.766699 0.233101 0.0043 0.6279 0.4754
N 2.237135 -2.953595 -1.961107 0.2138 0.6208 0.3170
H 5.619326 1.526590 -1.690822 0.0862 -0.0218 -0.0164
H -4.435963 4.750558 -1.031667 0.0624 0.0690 0.0892
C -4.047230 -5.592167 2.481215 -0.2097 -0.1329 0.0146
H 2.650710 -3.262136 -2.822371 -0.2164 -0.2705 -0.0707
C 2.683842 3.641341 -0.390187 0.2139 0.6851 0.5376
N -1.205158 -3.419871 1.422213 0.1057 -0.1895 -0.1044
C 1.220593 -2.108442 0.620948 0.5662 0.1146 -0.1289
C -2.849643 3.354918 -0.729628 -0.5122 0.3679 0.2794
H 3.321008 0.767097 -2.039905 -0.0388 -0.2265 -0.1964
H 6.617925 4.070311 0.562457 -0.0568 0.1147 -0.0177
H 0.899035 -1.028872 2.538634 0.0130 -0.0075 0.1115
C 0.563190 -3.177524 -0.192793 -0.3432 0.4108 0.8066
C -0.198565 2.473762 -1.126906 0.0082 -0.0386 -0.1258
H 2.243727 -2.429737 0.852664 0.1664 0.2532 0.0090
C 4.793176 2.121308 -1.333677 -0.2275 -0.0097 -0.0347
C 2.397283 2.454151 -1.091251 0.0540 -0.0902 0.0500
H -1.917260 -5.791212 2.434261 0.1870 -0.1719 0.0578
H -4.978933 3.099625 -0.746294 0.1282 -0.0188 0.0081
C 1.098945 1.940028 -1.346235 -0.0792 0.5899 0.3007
H 1.905520 4.208409 0.073828 -0.1678 0.2439 0.1380
H 1.097812 0.954432 -1.784655 -0.0096 -0.2889 -0.1024
C -1.304863 1.623718 -1.339547 0.2095 -0.2799 -0.1543
O 0.537561 -4.442205 -2.140789 0.5087 0.3228 -0.2796
H -5.752349 -2.868815 1.458713 -0.1183 0.0943 -0.0248
H -3.419043 1.379510 -1.308423 -0.0795 -0.0369 -0.0147
H 7.180607 3.100124 -0.795538 -0.1254 -0.0016 -0.0273
H -4.212354 -6.574499 2.893125 -0.0049 -0.1273 0.0515
C -0.485331 3.799495 -0.747107 -0.2343 0.8931 0.1398
C 1.105514 -3.571758 -1.490018 -0.5665 -1.1457 -0.5945
H 0.289057 4.534002 -0.684766 0.1677 0.2697 0.0855
C 0.495578 -1.789574 1.887698 -0.3215 -0.1855 -0.0669
C 3.976713 4.073070 -0.197622 -0.6043 -0.0986 -0.1085
H 6.588276 4.735856 -1.068175 -0.0645 0.1008 0.0478
F 4.220723 5.233514 0.459894 -0.2270 -0.9500 -0.4736
C -4.228200 3.839697 -0.468732 -0.5008 -0.0756 -0.1743
C 5.050637 3.318017 -0.675361 0.5071 0.4937 0.0768
```
Forces are in eV/Å.

Total charge: +1



# 2
Density functional theory data (ωB97M-V/def2-TZVPD) for the molecule C13H18F8N2 in a non-equilibrium geometry.

```
41
Properties=species:S:1:pos:R:3:forces:R:3
H -2.564018 -0.903495 -2.604858 -0.0552 0.8503 1.2149
H 2.289282 2.586056 1.551040 0.2624 -0.3636 -0.3094
H 4.530194 0.624376 -0.833357 -0.2920 -0.2729 -0.0470
H -4.440757 -1.416905 -1.396088 0.3319 0.0325 1.1343
H 3.458917 -0.959494 -0.610583 1.0976 2.1572 0.2770
H 3.818635 2.492251 0.630218 1.0482 0.7755 0.2645
C 1.352730 -1.043934 1.327318 1.8350 1.6908 -1.5225
H 4.331616 -0.212695 0.784932 -0.4839 0.6485 -1.3103
F 0.226738 1.010289 3.373158 -1.3751 -2.6895 -0.8424
H 0.685623 1.645516 -0.826955 -0.1162 0.2019 0.2348
C 2.769963 2.346343 0.592069 0.2692 -0.8426 0.3701
H 1.201722 0.019361 -1.414286 0.1352 0.1849 0.9341
F 2.449900 -1.317948 2.128968 -0.7484 1.2727 0.3909
C -2.402590 -0.778121 -1.492096 -1.3895 0.8004 -0.7427
C 2.574469 0.916159 0.118357 -0.7744 0.4613 0.6499
H -3.748457 -2.064465 1.245926 0.1867 -0.0566 1.0772
C -3.214857 -2.216438 0.335874 -0.1197 -0.3641 -1.7480
F 0.968123 -0.793710 4.303092 -1.3338 0.7978 -1.0102
C -1.386972 -1.785987 -1.083916 -1.5181 -1.4519 1.9970
F 0.332483 -3.697160 1.479528 -0.0082 0.1117 1.1871
C 1.282262 0.774791 -0.602008 0.2322 -1.5439 -0.7475
F 0.744935 -3.146177 3.606372 1.8738 -0.8353 -0.3531
H -0.416153 -1.408184 -1.088466 1.7501 0.2018 -0.2881
H -3.541576 -3.229360 -0.054107 0.7866 0.9397 0.4380
N -1.748038 -2.082046 0.382368 0.8351 -0.1298 -0.5776
C 0.011012 -0.361457 3.384433 1.1768 -1.9319 2.1327
N 1.359036 0.412443 0.830362 0.5499 -2.8042 0.8234
F -1.197145 -3.124841 2.988548 -0.8297 -0.6658 -1.1083
C -3.650573 -1.112944 -0.653315 -1.8955 -0.4243 -0.9316
C 3.826867 0.077075 -0.199580 -1.3329 -2.3098 1.3209
H -2.042078 -0.721947 1.849340 -2.1147 0.4591 2.6766
C 0.087648 -1.365274 2.099163 -1.2680 1.3426 -0.3011
H 2.333116 2.939688 -0.164064 -0.1925 1.2200 -0.6697
C 0.044291 -2.908113 2.515554 -1.4674 2.1290 0.8458
H -1.044973 -0.103351 0.738590 0.4715 0.3000 -0.3330
H -4.079707 -0.264991 -0.058026 0.5810 -0.4072 -0.7970
F -1.217352 -0.717564 3.927590 1.5145 1.7710 -0.1424
F 1.656058 -1.892745 0.312554 -1.2720 -0.2937 -0.8652
H -2.249327 0.250856 -1.140402 1.0475 -0.0791 -0.9517
C -1.247603 -1.008861 1.297255 2.2203 -1.6514 -3.2348
H -1.511536 -2.711259 -1.715685 0.3817 0.7689 0.8641
```
Forces are in eV/Å.

Structure (SMILES): CC1(C)CN1C(F)(F)C(CN1CCCC1)(C(F)(F)F)C(F)(F)F
ΔE to the lowest compared entry with this formula, charge and spin (kJ/mol): 192.67



# 3
Density functional theory data (ωB97M-V/def2-TZVPD) for a structure of composition C15H38EuN5O2P3 in a non-equilibrium geometry.

```
64
Properties=species:S:1:pos:R:3:forces:R:3
N -0.741639 1.689786 2.569742 -0.0867 -0.6197 -0.3849
H -2.940195 -0.371267 -1.263795 0.3094 0.2717 -0.2769
H -1.077598 -2.708275 3.219502 -0.0572 0.0596 0.2590
H -1.558528 1.835795 -3.526592 -0.1466 -0.1650 0.4363
H 2.607483 1.493252 -4.943952 -0.2266 -0.0220 -0.0148
H -0.690043 3.533145 3.552225 0.0487 -0.2792 0.0653
O 1.936545 0.410651 -2.592743 -0.7268 -0.3959 2.1903
N -1.209698 0.652119 -1.845803 -0.0414 0.9228 0.0733
H 0.142849 2.229663 4.424903 -0.2605 -0.0249 -0.1479
C 0.003780 -3.273242 -1.801172 -1.1753 -0.3404 -0.5363
H 1.369919 -2.061184 2.562746 0.0523 0.1674 0.2494
P 2.424749 -2.731915 -0.459927 0.9977 -0.6156 -0.4424
N -1.407175 -0.647500 3.701471 0.4056 0.1363 -0.3343
H 2.963024 -3.766022 0.356698 -0.0746 0.4972 -0.0182
C -1.681289 2.198826 1.560335 -0.0587 -0.0120 0.0586
H -2.058047 -2.363768 4.666343 0.3355 -0.0478 -0.1087
C 2.106995 1.093044 3.003836 0.1443 0.3575 0.1250
Eu 0.817760 -0.227463 -0.754844 0.3420 1.0674 -0.4299
C -0.260974 2.948569 -2.183355 0.5015 -0.5710 0.2938
C -0.732118 2.465803 3.810277 -0.0967 0.2571 0.2524
H -1.705856 1.543071 0.679952 -0.0205 0.1435 0.3201
H -1.667712 -1.886292 -3.508810 0.2881 -0.0958 0.6065
H 3.434834 -2.772896 -1.482750 -0.2596 0.1111 0.4792
H 1.146316 0.944192 -5.814577 0.1232 0.2541 0.1982
H -1.643787 2.300113 4.406768 0.2745 0.0341 -0.1257
H 1.399073 -4.816570 -1.493264 0.1006 0.4196 0.1612
H 2.296980 1.615259 3.953070 0.0330 -0.0862 -0.3213
C -1.746177 -1.745366 -2.408706 -0.2251 -0.4145 -0.3747
H 0.156874 0.308682 -3.578415 1.3470 -0.7662 -0.9253
H -1.346491 3.194910 1.238712 -0.1651 -0.1486 0.1272
H -3.243864 -0.615226 2.590205 -0.0033 0.0843 0.2682
C 1.532540 1.294638 -4.847574 0.2980 0.0214 -0.1142
C -1.183721 -2.041350 4.091356 0.1771 -0.3040 0.0896
H -2.701617 2.284217 1.972875 0.3122 0.0189 -0.1838
C 1.583034 -1.156199 -4.380524 0.1492 -0.0468 -0.2441
H 1.744265 -1.762819 4.288098 0.1417 0.0142 -0.3490
H -3.020021 0.736636 3.755030 0.0414 -0.2624 -0.1067
C -2.836679 -0.329255 3.575257 -0.1449 0.1623 -0.2750
H 1.018348 2.226923 -4.595695 0.2149 -0.0684 -0.1292
H -2.881980 -0.033850 -3.023242 0.1923 0.0339 0.4218
O -0.495325 -0.503194 1.214457 0.5477 -0.2065 -1.3686
H 1.276447 -1.962810 -3.704020 0.1151 0.1417 -0.1356
H -2.523606 -2.449284 -2.050753 0.5048 0.0980 -0.2121
N -0.449909 -2.025353 -1.765404 0.2858 -0.7066 0.0474
H 1.718703 1.821508 2.274519 0.1248 -0.2146 0.3257
H -0.636635 -4.058969 -2.255115 0.2426 0.6019 0.1223
C -2.280091 -0.333645 -2.146073 0.2241 0.3774 -0.1659
C 1.816350 -1.347105 3.274088 0.0232 -0.2605 0.3543
H 2.882346 -1.243482 3.026349 -0.3551 -0.0669 0.0777
H -0.983508 3.750429 -1.943676 0.0779 -0.4131 -0.3765
P -0.374006 0.070327 2.602679 -0.4915 1.0188 1.8836
C 1.231135 -3.747171 -1.327267 -0.7157 -0.2818 -0.2149
C -1.035133 1.711944 -2.559792 -1.2439 -0.0953 0.1982
H 0.342074 3.261373 -3.050642 -0.3829 0.0670 0.3938
H -3.367377 -0.898343 4.346055 0.0643 0.2673 -0.2107
H -0.305184 -2.131838 4.738174 -0.2184 -0.0108 -0.1698
H 0.656503 4.128726 -0.233509 0.0341 -0.4002 0.3809
P 0.868613 2.799787 -0.675602 0.3585 0.6173 -1.2864
H 3.069424 0.704406 2.638217 -0.3068 0.1652 0.0871
N 1.171537 -0.025161 3.207686 -0.0495 -0.1444 -0.7547
C 1.276985 0.217597 -3.803520 -1.5016 -0.0239 -0.4142
H 1.055980 -1.281819 -5.335413 0.1810 -0.1341 0.2021
H 2.066756 3.096796 -1.387520 -0.2146 -0.1536 0.3946
H 2.667757 -1.243568 -4.557571 -0.3647 0.0097 0.0097
```
Forces are in eV/Å.

2S+1: 8
Total charge: +2
ΔE to the lowest compared entry with this formula, charge and spin (kJ/mol): 25.19



# 4
Density functional theory data (ωB97M-V/def2-TZVPD) for a cluster of 2 separate species, C2H4Cl2N2 in total in a non-equilibrium geometry.

```
10
Properties=species:S:1:pos:R:3:forces:R:3
H -1.689379 0.766178 -0.090538 -0.1574 0.2932 -0.9307
N 1.027201 -0.447707 -1.657629 -5.5836 2.1871 -0.4118
C -1.383025 0.479939 0.873030 -0.7448 -0.3665 2.1902
N 0.719282 -0.587593 1.638103 2.5645 -0.9045 0.0688
H 0.203030 -0.133707 -0.918248 3.8927 -1.3788 -2.8544
H 1.489685 0.043915 1.767625 1.2174 0.0302 0.9895
H 1.945807 -0.776077 -1.611608 1.1874 -0.1723 0.7235
Cl 0.652980 0.171443 -3.329961 0.5460 -0.7374 2.2652
C -0.182177 0.086811 1.252335 -4.6628 0.7188 -0.8415
Cl -2.783405 0.396799 2.076890 1.7405 0.3302 -1.1988
```
Forces are in eV/Å.

Structure (SMILES): N=C=CCl.NCl
ΔE to the lowest compared entry with this formula, charge and spin (kJ/mol): 389.30



# 5
Density functional theory data (ωB97M-V/def2-TZVPD) for a structure of composition C4H9N3 in a non-equilibrium geometry.

```
16
Properties=species:S:1:pos:R:3:forces:R:3
H 0.470511 -1.899986 0.657108 -1.3911 -0.5665 -1.6781
N 2.956348 -0.973903 0.026415 0.3487 -0.1341 0.2970
C 0.753246 0.327738 -0.208318 -3.2749 1.7340 1.4062
H 0.115728 1.679154 -1.961395 0.4004 -0.7645 0.8394
N -0.165088 -0.518126 -0.751638 2.3098 -2.0829 1.1057
N 0.084804 0.714479 1.545851 1.3740 -0.8529 -1.5108
C 0.667190 1.657645 -0.991541 0.5727 0.7524 0.8540
C 1.981525 -0.372610 0.007286 0.9878 0.4317 -0.2908
H -1.242898 -1.629786 0.539277 -0.9192 -0.5705 0.2461
H 0.454510 1.651603 1.796082 0.0537 -1.0153 0.0393
H 0.413629 -0.017335 2.258328 -0.1676 1.5927 -1.3949
C -0.398728 -1.768901 -0.104934 1.6228 -0.0979 1.2827
H 1.668938 2.039659 -1.183568 -0.0352 0.1416 0.0224
H 0.147462 2.356838 -0.317427 0.2350 -0.0821 -0.3722
H -0.494184 -2.534909 -0.886753 0.0318 -0.2369 0.8334
H -0.885777 -0.246811 -1.302777 -2.1487 1.7511 -1.6794
```
Forces are in eV/Å.

ΔE to the lowest compared entry with this formula, charge and spin (kJ/mol): 285.00



| no. | electronic energy (eV) |
| --- | --- |
| 1 | -38860.1164 |
| 2 | -38490.2741 |
| 3 | -74898.1033 |
| 4 | -30159.6636 |
| 5 | -8761.5712 |